{"formula": "C3H10O3S", "method": "wB97M-V/def2-TZVPD", "elements": ["O", "C", "C", "C", "S", "H", "H", "H", "H", "H", "H", "O", "H", "H", "O", "H", "H"], "coordinates": [[-2.005, 1.660, -1.012], [-1.492, 1.081, -0.087], [-0.481, -0.007, -0.255], [0.913, 0.381, 0.287], [1.786, -1.164, 0.806], [-1.742, 1.347, 0.952], [-0.777, -0.878, 0.317], [-0.349, -0.345, -1.279], [0.830, 1.079, 1.113], [1.585, 0.693, -0.499], [2.692, -1.231, -0.171], [0.934, 0.887, -2.888], [0.226, 1.511, -3.100], [0.740, 0.127, -3.447], [-1.734, -1.154, 2.573], [-2.073, -2.056, 2.597], [-0.774, -1.220, 2.605]], "lumo_ev": 0.568, "e_homo_ev": -9.20, "de_lowest_kcal_mol": 13.2, "e_tot_ha": -744.180860}

{"formula": "C13H13NO5S", "method": "wB97M-V/def2-TZVPD", "elements": ["C", "C", "O", "C", "O", "C", "N", "C", "O", "S", "C", "C", "C", "C", "C", "C", "C", "O", "C", "O", "H", "H", "H", "H", "H", "H", "H", "H", "H", "H", "H", "H", "H"], "coordinates": [[1.093, 1.261, -3.715], [2.474, 0.986, -3.152], [2.336, 0.024, -2.101], [3.445, -0.348, -1.474], [4.545, 0.066, -1.713], [3.141, -1.379, -0.387], [1.745, -1.742, -0.369], [1.263, -2.648, -1.276], [1.910, -3.297, -2.044], [-0.505, -2.727, -1.106], [-0.515, -1.485, 0.148], [-1.695, -1.080, 0.684], [-1.980, -0.112, 1.676], [-1.237, 0.757, 2.457], [-2.154, 1.462, 3.250], [-3.402, 0.994, 2.918], [-4.748, 1.363, 3.422], [-3.304, 0.050, 1.975], [0.846, -1.041, 0.425], [1.214, -0.206, 1.221], [0.659, 0.343, -4.104], [0.442, 1.652, -2.937], [1.165, 1.988, -4.518], [2.931, 1.892, -2.739], [3.146, 0.577, -3.913], [3.753, -2.267, -0.567], [3.393, -0.944, 0.585], [-2.585, -1.566, 0.301], [-0.172, 0.857, 2.445], [-1.930, 2.218, 3.974], [-5.231, 0.498, 3.877], [-5.380, 1.699, 2.600], [-4.664, 2.155, 4.159]], "lumo_ev": -0.551, "e_homo_ev": -8.02, "de_lowest_kcal_mol": 12.9, "e_tot_ha": -1332.359288}

{"formula": "C21H19BF4IIrN6O4S", "method": "wB97M-V/def2-TZVPD", "elements": ["Ir", "C", "N", "C", "C", "N", "C", "C", "C", "C", "C", "C", "N", "C", "N", "C", "C", "C", "C", "C", "C", "N", "H", "H", "H", "H", "H", "H", "H", "H", "H", "H", "H", "H", "H", "H", "H", "F", "B", "F", "F", "F", "I", "C", "C", "C", "C", "N", "C", "H", "H", "H", "H", "O", "S", "O", "O", "O"], "coordinates": [[-0.120, 0.288, -0.183], [-1.007, 2.941, 0.689], [-1.614, 1.655, 0.247], [-2.632, 1.726, -0.843], [-2.425, 0.564, -1.854], [-1.664, -0.511, -1.224], [-2.262, -1.668, -1.465], [-1.862, -2.981, -1.138], [-2.679, -4.002, -1.532], [-3.886, -3.757, -2.236], [-4.310, -2.482, -2.552], [-3.496, -1.432, -2.154], [-3.647, -0.083, -2.268], [0.326, 2.634, 1.300], [1.000, 1.540, 1.006], [2.182, 1.577, 1.740], [3.261, 0.698, 1.810], [4.301, 1.040, 2.647], [4.285, 2.225, 3.399], [3.227, 3.107, 3.331], [2.181, 2.756, 2.488], [0.989, 3.401, 2.177], [-1.659, 3.447, 1.403], [-0.860, 3.570, -0.187], [-2.103, 1.260, 1.051], [-2.541, 2.670, -1.374], [-3.624, 1.643, -0.402], [-0.937, -3.156, -0.607], [-2.408, -5.025, -1.309], [-4.494, -4.601, -2.531], [-5.237, -2.310, -3.081], [-4.219, 0.345, -2.980], [3.292, -0.214, 1.231], [5.155, 0.382, 2.725], [5.123, 2.452, 4.043], [3.214, 4.023, 3.906], [0.648, 4.253, 2.588], [-0.709, -0.721, 1.451], [-1.636, -0.309, 2.725], [-1.466, -1.352, 3.543], [-1.112, 0.894, 3.115], [-2.863, -0.169, 2.116], [4.960, -1.465, -2.820], [3.489, -1.817, -1.402], [3.569, -2.887, -0.526], [2.556, -3.049, 0.406], [1.510, -2.151, 0.434], [1.428, -1.120, -0.425], [2.405, -0.957, -1.327], [4.404, -3.574, -0.564], [2.575, -3.863, 1.117], [0.722, -2.245, 1.166], [2.307, -0.120, -1.998], [0.470, 0.140, -2.958], [-0.210, 1.412, -3.026], [-1.812, 1.059, -3.035], [-0.024, 2.074, -1.693], [-0.060, 2.245, -4.160]], "lumo_ev": [-3.164, -4.946], "e_homo_ev": [-11.02, -11.79], "de_lowest_kcal_mol": 0.0, "spin_multiplicity": 2, "e_tot_ha": -2665.770068, "total_charge": 1}

{"formula": "C23H51HgN4NbOP", "method": "wB97M-V/def2-TZVPD", "elements": ["N", "C", "O", "Hg", "Nb", "N", "N", "C", "C", "C", "C", "C", "C", "C", "C", "H", "H", "H", "H", "H", "H", "H", "H", "H", "H", "H", "H", "H", "H", "H", "H", "H", "H", "C", "H", "H", "H", "C", "H", "H", "H", "C", "C", "C", "C", "P", "N", "C", "C", "C", "C", "C", "C", "C", "C", "H", "H", "H", "H", "H", "H", "H", "H", "H", "H", "H", "H", "H", "H", "H", "H", "H", "H", "H", "H", "H", "H", "H", "H", "H", "H", "H"], "coordinates": [[2.308, 0.630, 1.267], [2.835, 0.870, 2.345], [3.345, 1.018, 3.403], [2.561, -3.190, -0.626], [1.056, 0.576, -0.305], [1.903, -0.610, -1.792], [1.091, 2.575, -0.586], [3.143, -0.619, -2.581], [2.007, 3.671, -0.225], [3.179, -1.791, -3.578], [3.234, 0.619, -3.480], [4.360, -0.556, -1.656], [1.745, 4.071, 1.226], [1.781, 4.902, -1.103], [3.448, 3.216, -0.380], [2.957, -2.787, -3.163], [4.194, -1.843, -4.005], [2.466, -1.594, -4.390], [2.459, 0.602, -4.256], [4.214, 0.595, -3.978], [3.132, 1.553, -2.914], [4.373, 0.403, -1.102], [5.270, -0.625, -2.286], [4.400, -1.374, -0.919], [0.711, 4.405, 1.346], [2.427, 4.889, 1.506], [1.921, 3.228, 1.905], [0.818, 5.376, -0.906], [1.851, 4.642, -2.166], [2.565, 5.640, -0.881], [4.109, 4.056, -0.113], [3.656, 2.931, -1.420], [3.691, 2.378, 0.282], [0.677, -0.584, -2.616], [-0.107, 0.026, -2.095], [0.860, -0.150, -3.607], [0.244, -1.581, -2.762], [-0.267, 2.990, -0.968], [-0.926, 2.112, -1.020], [-0.702, 3.695, -0.235], [-0.285, 3.469, -1.963], [-4.576, -1.336, 0.624], [-3.329, -0.715, -0.027], [-3.149, -1.310, -1.429], [-3.557, 0.796, -0.184], [-1.787, -1.033, 0.987], [-0.555, -0.085, 0.380], [-2.003, -0.531, 2.789], [-2.800, -1.602, 3.570], [-0.622, -0.327, 3.461], [-2.757, 0.810, 2.877], [-1.272, -2.841, 0.869], [-2.416, -3.843, 1.083], [-0.722, -3.104, -0.535], [-0.158, -3.085, 1.900], [-5.418, -1.197, -0.068], [-4.853, -0.849, 1.564], [-4.479, -2.412, 0.794], [-3.967, -0.952, -2.068], [-2.215, -0.984, -1.900], [-3.215, -2.403, -1.443], [-4.018, 1.254, 0.695], [-2.621, 1.317, -0.400], [-4.242, 0.966, -1.026], [-2.247, -2.543, 3.685], [-2.991, -1.211, 4.583], [-3.779, -1.813, 3.115], [0.044, 0.276, 2.828], [-0.776, 0.219, 4.406], [-0.120, -1.267, 3.702], [-2.266, 1.587, 2.273], [-3.815, 0.721, 2.601], [-2.732, 1.144, 3.927], [-3.136, -3.854, 0.253], [-1.974, -4.854, 1.115], [-2.962, -3.707, 2.023], [0.017, -2.337, -0.796], [-0.219, -4.083, -0.564], [-1.457, -3.110, -1.347], [0.654, -2.346, 1.832], [-0.521, -3.124, 2.940], [0.306, -4.066, 1.712]], "lumo_ev": [-6.873, -9.536], "e_homo_ev": [-14.80, -14.72], "spin_multiplicity": 2, "e_tot_ha": -1752.474535, "total_charge": 2}

Copy entry 1 word for word.
{"formula": "C3H10O3S", "method": "wB97M-V/def2-TZVPD", "elements": ["O", "C", "C", "C", "S", "H", "H", "H", "H", "H", "H", "O", "H", "H", "O", "H", "H"], "coordinates": [[-2.005, 1.660, -1.012], [-1.492, 1.081, -0.087], [-0.481, -0.007, -0.255], [0.913, 0.381, 0.287], [1.786, -1.164, 0.806], [-1.742, 1.347, 0.952], [-0.777, -0.878, 0.317], [-0.349, -0.345, -1.279], [0.830, 1.079, 1.113], [1.585, 0.693, -0.499], [2.692, -1.231, -0.171], [0.934, 0.887, -2.888], [0.226, 1.511, -3.100], [0.740, 0.127, -3.447], [-1.734, -1.154, 2.573], [-2.073, -2.056, 2.597], [-0.774, -1.220, 2.605]], "lumo_ev": 0.568, "e_homo_ev": -9.20, "de_lowest_kcal_mol": 13.2, "e_tot_ha": -744.180860}

Please write out number 2 again, unchanged.
{"formula": "C13H13NO5S", "method": "wB97M-V/def2-TZVPD", "elements": ["C", "C", "O", "C", "O", "C", "N", "C", "O", "S", "C", "C", "C", "C", "C", "C", "C", "O", "C", "O", "H", "H", "H", "H", "H", "H", "H", "H", "H", "H", "H", "H", "H"], "coordinates": [[1.093, 1.261, -3.715], [2.474, 0.986, -3.152], [2.336, 0.024, -2.101], [3.445, -0.348, -1.474], [4.545, 0.066, -1.713], [3.141, -1.379, -0.387], [1.745, -1.742, -0.369], [1.263, -2.648, -1.276], [1.910, -3.297, -2.044], [-0.505, -2.727, -1.106], [-0.515, -1.485, 0.148], [-1.695, -1.080, 0.684], [-1.980, -0.112, 1.676], [-1.237, 0.757, 2.457], [-2.154, 1.462, 3.250], [-3.402, 0.994, 2.918], [-4.748, 1.363, 3.422], [-3.304, 0.050, 1.975], [0.846, -1.041, 0.425], [1.214, -0.206, 1.221], [0.659, 0.343, -4.104], [0.442, 1.652, -2.937], [1.165, 1.988, -4.518], [2.931, 1.892, -2.739], [3.146, 0.577, -3.913], [3.753, -2.267, -0.567], [3.393, -0.944, 0.585], [-2.585, -1.566, 0.301], [-0.172, 0.857, 2.445], [-1.930, 2.218, 3.974], [-5.231, 0.498, 3.877], [-5.380, 1.699, 2.600], [-4.664, 2.155, 4.159]], "lumo_ev": -0.551, "e_homo_ev": -8.02, "de_lowest_kcal_mol": 12.9, "e_tot_ha": -1332.359288}